# 1
This record from the Open Molecules 2025 dataset describes a cluster of 3 separate species, C15H24F7NO6S in total in a non-equilibrium geometry. The level of theory is the ωB97M-V functional and the def2-TZVPD basis.

Its SMILES is C=CN(CCC(C)C)S(=O)(=O)F.CCOC(=O)C(F)(F)F.CCOC(=O)C(F)(F)F. For the HOMO-LUMO gap, the calculation gives 8.55 eV. As for the total charge: 0. As for the LUMO energy: -0.230 eV. The HOMO energy comes out at -8.78 eV.

Last column: natural (NBO) charge in e.
CARTESIAN COORDINATES (ANGSTROEM)
C  0.34  -4.44  2.27  -0.35
C  1.04  -3.28  2.20  -0.04
N  2.03  -3.18  1.20  -0.68
C  2.05  -1.88  0.45  -0.22
C  3.34  -1.06  0.49  -0.43
C  3.02  0.42  0.10  -0.20
C  2.00  0.55  -1.03  -0.62
C  2.48  1.12  1.38  -0.62
S  3.49  -3.77  1.70  2.54
O  3.26  -5.05  2.26  -0.93
O  4.43  -3.78  0.65  -0.90
F  3.98  -2.89  2.90  -0.47
H  0.42  -5.04  3.18  0.22
H  -0.27  -4.82  1.47  0.20
H  0.80  -2.44  2.84  0.19
H  1.25  -1.27  0.86  0.20
H  1.80  -2.08  -0.58  0.21
H  4.00  -1.43  -0.29  0.23
H  3.81  -1.01  1.46  0.22
H  3.94  0.92  -0.18  0.21
H  2.26  0.00  -1.93  0.21
H  1.00  0.32  -0.68  0.20
H  1.96  1.60  -1.32  0.23
H  2.38  0.40  2.18  0.20
H  1.53  1.61  1.20  0.21
H  3.21  1.84  1.74  0.22
C  -2.93  -2.84  -2.07  -0.64
C  -3.18  -3.11  -0.61  -0.08
O  -2.55  -2.11  0.22  -0.48
C  -3.22  -0.97  0.36  0.69
O  -4.28  -0.71  -0.12  -0.53
C  -2.45  -0.03  1.29  0.90
F  -1.14  0.01  0.99  -0.32
F  -2.55  -0.42  2.57  -0.31
F  -2.91  1.22  1.21  -0.30
H  -1.86  -2.75  -2.27  0.22
H  -3.34  -3.64  -2.68  0.23
H  -3.39  -1.90  -2.38  0.22
H  -2.73  -4.05  -0.32  0.20
H  -4.25  -3.16  -0.38  0.20
C  -3.19  3.76  -0.85  -0.64
C  -2.16  4.73  -0.31  -0.08
O  -0.87  4.49  -0.90  -0.48
C  -0.67  5.01  -2.10  0.69
O  -1.46  5.65  -2.73  -0.54
C  0.76  4.71  -2.58  0.90
F  1.11  3.43  -2.34  -0.32
F  1.65  5.49  -1.94  -0.31
F  0.90  4.94  -3.88  -0.30
H  -2.85  2.73  -0.71  0.22
H  -4.14  3.89  -0.35  0.23
H  -3.34  3.90  -1.92  0.22
H  -2.03  4.59  0.76  0.20
H  -2.46  5.76  -0.47  0.20

# 2
This record from the Open Molecules 2025 dataset describes an isolated molecule of C17H19BrN2O5S2. The level of theory is the ωB97M-V functional and the def2-TZVPD basis.

Its SMILES is NS(=O)(=O)c1ccc(CCNC(=O)CCS(=O)(=O)c2ccc(Br)cc2)cc1. For the HOMO-LUMO gap, the calculation gives 9.52 eV. As for the total charge: 0. As for the LUMO energy: 0.290 eV. The HOMO energy comes out at -9.23 eV.

Last column: natural (NBO) charge in e.
CARTESIAN COORDINATES (ANGSTROEM)
N  -2.21  -3.09  -1.26  -1.07
S  -1.49  -3.41  0.21  2.30
O  -0.09  -3.71  0.06  -0.96
O  -2.29  -4.40  0.87  -0.93
C  -1.63  -1.84  1.03  -0.32
C  -2.68  -0.99  0.75  -0.18
C  -2.71  0.26  1.34  -0.24
C  -1.70  0.66  2.21  0.09
C  -0.67  -0.22  2.51  -0.24
C  -0.63  -1.47  1.91  -0.17
H  0.16  -2.17  2.11  0.24
H  0.11  0.08  3.19  0.22
C  -1.66  2.06  2.75  -0.45
H  -1.35  2.07  3.79  0.23
H  -2.65  2.52  2.68  0.20
C  -0.66  2.88  1.92  -0.22
N  -0.97  2.82  0.51  -0.61
C  -0.26  2.09  -0.37  0.70
O  0.80  1.56  -0.10  -0.64
C  -0.86  2.02  -1.76  -0.53
C  0.16  1.45  -2.72  -0.62
H  -0.20  1.42  -3.75  0.26
H  1.11  1.97  -2.66  0.24
S  0.48  -0.32  -2.30  2.16
O  0.67  -0.99  -3.56  -0.95
O  -0.63  -0.79  -1.50  -1.00
C  2.01  -0.48  -1.39  -0.19
C  3.13  0.24  -1.77  -0.19
C  4.31  0.07  -1.06  -0.24
C  4.35  -0.82  -0.01  -0.07
C  3.24  -1.57  0.34  -0.22
C  2.06  -1.40  -0.36  -0.20
H  1.19  -2.00  -0.13  0.27
H  3.29  -2.29  1.15  0.23
Br  5.96  -1.03  0.97  0.06
H  5.20  0.63  -1.33  0.23
H  3.09  0.91  -2.60  0.22
H  -1.19  3.01  -2.09  0.23
H  -1.72  1.35  -1.72  0.26
H  -1.88  3.16  0.23  0.39
H  0.34  2.47  2.03  0.24
H  -0.66  3.92  2.25  0.20
H  -3.53  0.94  1.12  0.21
H  -3.45  -1.31  0.06  0.24
H  -1.68  -2.34  -1.70  0.42
H  -2.21  -3.92  -1.84  0.40